# 1
Below is C10H20Br4O6Sr3 as an isolated structure at a distorted geometry, with properties calculated with ωB97M-V/def2-TZVPD.

Values from the calculation:
Charge = +1
Orbital gap (alpha / beta) = 4.46 / 4.46 eV
Expectation value of S² = 0.76
Multiplicity = 2

Last column: Löwdin spin population.
Cartesian coordinates (Å):
Sr: -2.4932 0.0584 -2.1995  -0.002
Sr: -1.8307 0.1306 2.2922  0.000
Sr: 0.8029 2.5941 0.6347  0.000
O: -3.4289 1.8475 1.2197  0.046
C: -4.7497 1.4450 0.8373  0.066
C: -4.9809 1.0174 -0.7061  0.071
O: -4.3197 1.7869 -1.7305  0.783
H: -5.3263 2.3563 0.9958  0.003
H: -5.0993 0.6487 1.4943  0.004
H: -6.0500 0.9369 -0.9025  0.019
H: -4.6535 0.0145 -0.9803  0.003
O: -2.1459 -1.2160 0.0249  0.000
C: -0.9247 -1.9801 0.1466  0.000
C: 0.4068 -1.1488 0.1156  0.000
O: 0.5494 -0.0786 0.9679  0.000
H: -1.0327 -2.7566 -0.6106  0.000
H: -0.7808 -2.5829 1.0434  0.000
H: 0.5018 -0.7353 -0.8884  0.000
H: 1.1927 -1.9035 0.0872  0.000
O: -1.1552 0.6959 -4.2834  0.000
C: -0.0259 1.4026 -3.6890  0.000
C: -0.1728 2.5575 -2.5803  0.000
O: -0.9784 2.2037 -1.4296  0.007
H: 0.4889 1.8791 -4.5232  0.000
H: 0.6993 0.7183 -3.2487  0.000
H: -0.5689 3.5171 -2.9126  0.000
H: 0.7706 2.9429 -2.1935  0.000
Br: -0.6936 -1.4824 4.5280  0.000
C: 1.3094 -1.1498 4.5928  0.000
C: 2.0208 -2.0938 3.5869  0.000
Br: 3.9017 -1.4145 3.3965  0.000
H: 1.6667 -1.2281 5.6195  0.000
H: 1.4759 -0.1009 4.3472  0.000
H: 1.6240 -2.1264 2.5722  0.000
H: 2.0695 -3.1221 3.9452  0.000
Br: 3.5736 1.7115 -0.9051  0.000
C: 4.1435 -0.0623 -0.6240  0.000
C: 3.7782 -0.8674 -1.8252  0.000
Br: 4.5426 -2.7496 -1.5092  0.000
H: 3.8563 -0.4296 0.3613  0.000
H: 5.2257 -0.0231 -0.4992  0.000
H: 4.1191 -0.4306 -2.7638  0.000
H: 2.6917 -0.7822 -1.8044  0.000

***

# 2
Below is C38H48BClGe2N6O5SY as an isolated structure, with properties calculated with ωB97M-V/def2-TZVPD.

Values from the calculation:
Charge = 0
Orbital gap (alpha / beta) = 7.00 / 6.37 eV
Expectation value of S² = 0.75
Relative energy (zero: lowest compared OMol25 entry of this formula, charge and spin) = 39.97 kcal/mol
Multiplicity = 2

Last column: Löwdin spin population.
Cartesian coordinates (Å):
Y: -0.3528 -0.1420 -0.0868  0.125
C: 2.0034 2.8712 1.2169  0.000
C: 0.5481 2.9026 1.5447  0.003
C: -0.1319 3.9274 2.2168  0.000
C: -1.4401 3.5022 2.3101  0.002
C: -2.6006 4.2004 2.9361  0.000
N: -1.5257 2.2970 1.7120  0.000
N: -0.2996 1.9279 1.2334  0.005
B: -2.6195 1.2378 1.9913  0.000
N: -2.0233 0.0946 2.8241  0.000
N: -1.0551 -0.6981 2.2905  0.002
C: -0.6394 -1.5027 3.2668  0.000
C: 0.4822 -2.4787 3.1383  0.000
C: -1.3676 -1.2407 4.4380  0.000
C: -2.2243 -0.2099 4.1200  0.000
C: -3.2200 0.4898 4.9841  0.000
N: -3.1871 0.6731 0.6679  0.002
N: -2.6247 0.9314 -0.5514  0.017
C: -3.5535 0.6345 -1.4635  0.001
C: -3.3920 0.9522 -2.9113  0.003
C: -4.6991 0.1317 -0.8371  0.000
C: -4.4240 0.1670 0.5158  0.000
C: -5.2736 -0.2270 1.6743  0.000
H: 2.2998 3.7711 0.6763  0.000
H: 2.2498 1.9902 0.6349  0.000
H: 2.5863 2.8324 2.1390  0.000
H: 0.2788 4.8549 2.5795  0.000
H: -2.3314 5.2333 3.1489  0.000
H: -2.8964 3.7252 3.8721  0.000
H: -3.4657 4.1946 2.2742  0.000
H: -3.5026 1.7548 2.6133  0.000
H: 1.4252 -2.0020 3.4083  0.000
H: 0.5829 -2.8563 2.1272  0.000
H: 0.3286 -3.3138 3.8224  0.000
H: -1.2684 -1.7313 5.3921  0.000
H: -3.1753 0.0827 5.9924  0.000
H: -4.2356 0.3633 4.6068  0.000
H: -3.0183 1.5595 5.0383  0.000
H: -2.3438 1.0472 -3.1761  0.006
H: -3.8925 1.8985 -3.1321  0.000
H: -3.8376 0.1809 -3.5382  0.000
H: -5.6088 -0.2010 -1.3088  0.000
H: -6.2046 -0.6658 1.3214  0.000
H: -5.5114 0.6375 2.2969  0.000
H: -4.7588 -0.9571 2.3017  0.000
Cl: 6.7624 -2.7953 1.0297  0.000
C: 5.2090 -2.0107 0.9947  0.000
C: 4.7278 -1.3849 2.1550  0.001
C: 3.5065 -0.7629 2.1620  0.000
C: 2.6778 -0.7495 1.0097  0.002
O: 1.5271 -0.1772 1.0370  0.003
C: 3.2108 -1.3530 -0.1644  0.001
C: 2.5193 -1.2403 -1.4062  0.004
O: 1.4295 -0.6888 -1.5890  0.027
C: 4.4697 -1.9833 -0.1520  0.001
H: 5.3389 -1.3970 3.0483  0.000
H: 3.1381 -0.2732 3.0547  0.000
H: 3.0343 -1.6562 -2.2880  0.000
H: 4.8476 -2.4384 -1.0599  0.000
C: -1.7043 -4.5681 0.0396  0.000
S: -1.0627 -3.0727 -0.6283  0.001
O: -2.0114 -1.9889 -0.3349  0.003
O: -0.9460 -3.3273 -2.0767  0.006
O: 0.2133 -2.7424 -0.0072  0.000
H: -2.6998 -4.7031 -0.3765  0.000
H: -1.7439 -4.4630 1.1215  0.000
H: -1.0503 -5.3856 -0.2531  0.000
C: -0.3737 2.1562 -4.3126  0.062
Ge: 0.1374 2.1947 -2.4106  0.441
C: -0.7713 3.7394 -1.5978  0.098
C: 2.1085 2.3032 -2.4003  0.097
Ge: -0.9911 -1.5516 -3.2457  0.028
C: -2.6285 -2.1898 -4.1767  0.007
C: -3.7527 -2.6194 -3.4721  0.001
C: -4.9505 -2.8807 -4.1231  0.000
C: -5.0514 -2.6958 -5.4969  0.001
C: -3.9454 -2.2584 -6.2121  0.000
C: -2.7450 -2.0113 -5.5551  0.001
C: 0.4226 -2.1977 -4.4859  0.004
C: 1.5041 -1.3577 -4.7538  0.000
C: 2.5266 -1.7494 -5.6097  0.000
C: 2.4861 -3.0038 -6.2029  0.000
C: 1.4175 -3.8541 -5.9474  0.000
C: 0.3922 -3.4471 -5.1039  0.001
H: -1.3307 2.6555 -4.4617  0.000
H: -0.4339 1.1521 -4.7314  0.001
H: 0.3866 2.7058 -4.8737  0.008
H: -0.7432 4.5679 -2.3110  0.015
H: -0.3135 4.0609 -0.6643  0.000
H: -1.8109 3.4747 -1.4067  0.001
H: 2.3925 3.2025 -2.9553  0.016
H: 2.5196 1.4394 -2.9207  0.000
H: 2.5465 2.3653 -1.4094  0.000
H: -3.6992 -2.7346 -2.3941  0.000
H: -5.8085 -3.2211 -3.5555  0.000
H: -5.9869 -2.8907 -6.0057  0.000
H: -4.0134 -2.1153 -7.2837  0.000
H: -1.8856 -1.6872 -6.1339  0.000
H: 1.5487 -0.3821 -4.2789  0.000
H: 3.3526 -1.0779 -5.8118  0.000
H: 3.2824 -3.3175 -6.8662  0.000
H: 1.3803 -4.8323 -6.4108  0.000
H: -0.4447 -4.1131 -4.9226  0.000

***

# 3
Below is a 2-piece molecular cluster, C3H8NS overall at a distorted geometry, with properties calculated with ωB97M-V/def2-TZVPD.

Values from the calculation:
Charge = 0
Orbital gap (alpha / beta) = 10.16 / 7.06 eV
Expectation value of S² = 0.75
Relative energy (zero: lowest compared OMol25 entry of this formula, charge and spin) = 32.47 kcal/mol
Multiplicity = 2

Last column: Löwdin spin population.
Cartesian coordinates (Å):
C: -2.3665 -0.7709 -0.8616  0.085
S: -2.3034 -0.1239 0.8576  0.838
H: -1.3508 -0.8560 -1.2739  0.011
H: -3.0211 -0.1897 -1.5009  -0.001
H: -2.7419 -1.7928 -0.7163  0.025
C: 2.0523 -0.1929 0.8810  0.001
C: 0.7077 1.3319 -0.2737  0.015
N: 1.8769 0.8263 -0.1375  0.008
H: 1.0820 -0.6050 1.2027  0.000
H: 2.7813 -0.8892 0.4918  0.000
H: 2.5180 0.1379 1.8296  0.000
H: 0.5992 1.9463 -1.1605  0.000
H: 0.1664 1.1778 0.6616  0.018

***

# 4
Below is one molecule with the formula C6H9N3 at a distorted geometry, with properties calculated with ωB97M-V/def2-TZVPD.

Values from the calculation:
Charge = 0
Orbital gap = 9.25 eV
Relative energy (zero: lowest compared OMol25 entry of this formula, charge and spin) = 85.80 kcal/mol
SMILES = [H]/N=N\C(=C)C(C)(C)C#N
Multiplicity = 1

Last column: Löwdin charge in e.
Cartesian coordinates (Å):
H: -1.5959 -1.5186 1.4487  0.056
N: -2.2079 -0.6769 1.4367  0.041
N: -1.7383 0.3820 1.0954  -0.002
C: -0.0925 0.6246 0.8720  -0.268
C: 0.4417 1.4180 1.7861  0.066
C: 0.2549 -0.0144 -0.3839  -0.445
C: 0.1748 -1.5297 -0.3973  -0.067
C: -0.3886 0.6229 -1.6085  -0.046
C: 2.0254 0.3717 -0.4966  -0.116
N: 3.0273 0.2157 -1.0676  0.094
H: -0.1634 1.8076 2.5993  0.069
H: 1.4761 1.7386 1.7289  0.064
H: 0.6943 -1.9338 -1.2706  0.096
H: -0.8687 -1.8763 -0.4661  0.081
H: 0.6118 -1.9674 0.5035  0.094
H: -0.4842 1.7056 -1.4945  0.096
H: -1.3860 0.2076 -1.7903  0.092
H: 0.2192 0.4229 -2.4952  0.092

***

# 5
Below is an isolated ion of composition C39H48N3O5S and charge +1 at a distorted geometry, with properties calculated with ωB97M-V/def2-TZVPD.

Values from the calculation:
Charge = +1
Orbital gap = 5.99 eV
Multiplicity = 1

Last column: Löwdin charge in e.
Cartesian coordinates (Å):
C: 0.1281 -3.5911 3.3378  -0.042
O: -1.2570 -3.1748 3.0289  -0.197
C: -1.4346 -2.1205 2.0149  -0.316
C: -0.9546 -0.7932 2.6910  -0.175
C: -0.9709 0.3936 1.9685  -0.048
C: -0.2826 1.5197 2.4929  -0.047
C: 0.1361 1.5105 3.8104  -0.075
C: 0.0377 0.3755 4.5643  -0.055
C: -0.5979 -0.7615 4.0526  -0.061
C: -2.9608 -2.1361 1.9448  -0.281
N: -3.8040 -1.3766 2.7239  -0.039
C: -3.5511 -0.4668 3.8621  0.033
C: -5.1497 -1.5996 2.4570  -0.286
C: -6.2226 -0.6597 2.8923  -0.017
C: -5.3334 -2.7213 1.6790  -0.460
C: -6.5796 -3.2117 1.0433  -0.074
S: -3.8281 -3.5337 1.4447  1.288
H: 0.1751 -4.6899 3.4883  0.106
H: 0.8414 -3.3377 2.5357  0.104
H: 0.4215 -3.1218 4.2778  0.082
H: -1.4507 0.3375 0.9818  0.128
H: -0.1111 2.3352 1.8132  0.094
H: 0.5144 2.4476 4.2040  0.117
H: 0.4536 0.3493 5.5615  0.115
H: -0.7963 -1.6153 4.7179  0.119
H: -4.4958 -0.3232 4.4279  0.100
H: -2.8337 -0.9189 4.5398  0.091
H: -3.2184 0.5216 3.4884  0.121
H: -7.1433 -0.8418 2.3168  0.084
H: -6.5130 -0.7360 3.9611  0.104
H: -5.9209 0.3904 2.7078  0.105
H: -7.3440 -2.4256 1.0851  0.078
H: -6.3888 -3.4528 -0.0180  0.093
H: -6.9943 -4.1130 1.5266  0.100
C: 2.4337 5.8640 -4.2235  -0.040
O: 3.0348 6.1339 -2.9393  -0.069
C: 2.6249 5.4172 -1.8621  -0.189
C: 1.6647 4.4048 -1.8783  0.015
C: 1.7368 3.3941 -0.9203  -0.227
C: 0.9441 2.1127 -1.0926  -0.078
C: 1.8714 0.9608 -1.4496  -0.158
C: 2.5435 1.1158 -2.8110  -0.334
O: 3.2717 2.0542 -3.2113  0.061
N: 2.2273 0.0173 -3.5593  -0.039
C: 2.6283 -0.1174 -4.9356  -0.011
C: 1.1885 -0.8282 -2.9948  -0.478
C: -0.1621 -0.5466 -3.6730  0.012
C: 1.6276 -2.2973 -3.0940  0.015
N: 1.1559 -0.3075 -1.6378  -0.019
C: 0.4151 -0.7914 -0.6327  -0.088
C: -0.5913 -1.7533 -0.7623  -0.053
C: -1.0199 -2.5220 0.4559  -0.161
C: -1.4702 -3.8577 0.0651  -0.272
C: -1.3454 -4.9724 0.9412  -0.084
C: -1.7713 -6.2414 0.5913  -0.071
C: -2.3111 -6.4814 -0.6575  -0.062
C: -2.3594 -5.4425 -1.5868  -0.069
C: -2.0170 -4.1634 -1.2214  -0.053
C: 2.6147 3.4885 0.1588  0.003
C: 3.5108 4.5527 0.2326  -0.195
O: 4.6150 4.5964 1.0149  -0.069
C: 4.8928 3.4893 1.8889  -0.051
C: 3.3941 5.6144 -0.6925  -0.158
O: 4.2466 6.6715 -0.6194  -0.079
C: 5.5578 6.5168 -1.2445  -0.022
H: 2.9026 6.5753 -4.9022  0.094
H: 2.6421 4.8324 -4.5444  0.096
H: 1.3485 6.0339 -4.1842  0.092
H: 0.9436 4.3288 -2.7039  0.119
H: 0.4025 1.8674 -0.1623  0.089
H: 0.1890 2.2216 -1.8963  0.134
H: 2.6645 0.8449 -0.6804  0.170
H: 3.4449 0.5868 -5.1170  0.099
H: 2.9690 -1.1439 -5.1255  0.091
H: 1.7933 0.0968 -5.6233  0.100
H: -0.3079 0.5411 -3.7448  0.100
H: -0.1601 -1.0026 -4.6669  0.089
H: -1.0131 -0.9446 -3.1187  0.065
H: 2.6597 -2.3792 -2.7319  0.104
H: 0.9978 -2.9786 -2.5212  0.075
H: 1.6006 -2.5888 -4.1495  0.085
H: 0.6812 -0.4843 0.3771  0.124
H: -0.7943 -2.0523 -1.7984  0.050
H: 0.0084 -2.5188 1.2035  0.178
H: -0.8914 -4.8308 1.9276  0.079
H: -1.6111 -7.0329 1.3268  0.119
H: -2.6133 -7.4488 -0.9309  0.094
H: -2.6087 -5.5985 -2.6204  0.108
H: -2.1316 -3.3213 -1.9653  0.125
H: 2.6423 2.6774 0.8939  0.107
H: 5.8282 3.7503 2.3836  0.095
H: 4.0929 3.3694 2.6298  0.090
H: 5.0145 2.5605 1.3162  0.095
H: 6.0552 7.4714 -1.0673  0.093
H: 6.0976 5.6959 -0.7605  0.086
H: 5.4301 6.3314 -2.3161  0.086

***

# 6
Below is C8H24Cl2CoNOP2 as an isolated structure at a distorted geometry, with properties calculated with ωB97M-V/def2-TZVPD.

Values from the calculation:
Charge = +2
Orbital gap (alpha / beta) = 7.82 / 4.34 eV
Expectation value of S² = 6.04
Relative energy (zero: lowest compared OMol25 entry of this formula, charge and spin) = 80.06 kcal/mol
Multiplicity = 5

Last column: Löwdin spin population.
Cartesian coordinates (Å):
C: -0.4534 2.0452 -2.2014  0.047
C: -0.8403 1.4430 -0.8785  0.029
H: -1.1577 2.8385 -2.5171  0.015
H: -0.5015 1.2812 -3.0017  0.003
H: 0.5401 2.5292 -2.1489  0.001
O: -1.7840 1.7904 -0.2239  0.025
Cl: 2.0336 -0.3842 -2.6847  0.616
Co: 0.6325 0.1543 -1.1339  2.334
P: -1.0378 -1.2785 -1.0312  0.069
C: -2.2433 -1.2778 0.3513  0.016
C: -2.0269 -1.0904 -2.5839  0.019
H: -2.8044 -1.8654 -2.6148  0.004
H: -1.3195 -3.6094 -1.7646  0.001
H: -1.3318 -1.2062 -3.4319  0.000
H: 0.3996 -3.2064 -1.3862  0.000
H: -2.4197 -0.2412 0.6704  0.000
H: -2.4814 -0.0911 -2.5983  0.000
C: -0.6435 -3.0892 -1.0658  0.008
H: -3.1873 -1.7239 -0.0041  0.003
H: -0.7610 -3.4987 -0.0482  0.000
H: -1.8215 -1.8487 1.1926  0.001
P: 1.2595 1.2757 0.7423  0.071
C: 0.1304 1.3539 2.1762  0.013
C: 2.8032 0.7803 1.6093  0.010
H: 2.4192 2.9802 -0.5240  0.000
H: 2.0787 3.5295 1.1466  0.004
H: 0.7707 3.5206 -0.0795  0.000
C: 1.6664 3.0026 0.2778  0.021
H: 3.4063 0.1601 0.9374  0.000
H: 3.3674 1.6765 1.9026  0.002
H: 0.4866 2.1428 2.8542  0.003
H: 0.1077 0.3827 2.6929  0.001
H: 2.5505 0.1943 2.5057  0.001
H: -0.8769 1.5933 1.8258  0.000
Cl: 1.7174 -1.5519 0.0521  0.555
N: 0.1399 -1.9944 2.7915  0.118
H: 0.8288 -1.9817 3.5401  0.001
H: 0.6412 -1.8245 1.9160  0.009
H: -0.2880 -2.9107 2.7376  0.001

***

no.,calculated total energy (eV)
1,-305648.139
2,-197479.459
3,-15563.114
4,-10833.906
5,-66752.871
6,-93453.637